Entry 1:
Below is 8 unconnected molecules or ions with the total composition C39H67BClO16, with properties calculated with ωB97M-V/def2-TZVPD.

ORCA input file:
```
! RIJCOSX wB97M-V def2-TZVPD def2/J DEFGRID3
* xyz -1 1
C -3.051 1.332 -4.615
C -3.935 0.068 -4.815
C -3.447 -1.035 -3.830
C -3.473 -2.479 -4.414
C -4.844 -2.775 -5.061
B -2.151 -2.829 -5.322
O -1.726 -4.270 -5.206
C -0.512 -4.433 -4.540
C -0.660 -4.273 -3.008
C 0.318 -5.268 -2.299
O -0.371 -2.961 -2.536
C -2.261 -2.446 -6.926
Cl -3.187 -3.711 -7.902
C -0.846 -2.446 -7.564
C -0.017 -1.200 -7.213
H -3.407 1.853 -3.720
H -2.033 1.018 -4.376
H -3.060 1.988 -5.487
H -4.002 -0.254 -5.853
H -4.952 0.362 -4.518
H -2.473 -0.815 -3.386
H -4.160 -1.047 -2.996
H -3.418 -3.133 -3.525
H -5.614 -2.741 -4.276
H -5.137 -2.058 -5.830
H -4.858 -3.776 -5.496
H -1.238 -2.141 -4.881
H 0.277 -3.783 -4.950
H -0.188 -5.467 -4.732
H -1.696 -4.477 -2.744
H 0.998 -5.739 -3.008
H 0.904 -4.703 -1.574
H -0.284 -6.016 -1.777
H 0.190 -2.495 -3.153
H -2.712 -1.473 -7.136
H -0.985 -2.436 -8.655
H -0.330 -3.383 -7.356
H 1.042 -1.441 -7.376
H -0.250 -0.355 -7.867
H -0.116 -0.885 -6.175
O -3.230 0.970 1.288
C -2.838 -0.098 0.894
O -2.914 -0.477 -0.393
C -2.451 -1.844 -0.541
C -1.569 -2.083 0.671
C -2.226 -1.202 1.727
H -3.322 -2.505 -0.563
H -1.907 -1.948 -1.476
H -1.498 -3.133 0.950
H -0.561 -1.720 0.470
H -3.026 -1.720 2.261
H -1.507 -0.796 2.436
O 1.408 -0.700 1.421
C 1.117 0.417 1.737
O 0.926 0.795 3.022
C 0.469 2.162 3.069
C 0.919 2.778 1.757
C 0.856 1.583 0.810
H -0.619 2.159 3.173
H 0.906 2.657 3.931
H 0.307 3.623 1.448
H 1.951 3.124 1.846
H -0.137 1.463 0.370
H 1.608 1.626 0.027
O -6.493 -0.400 -2.951
C -7.105 0.408 -2.326
O -7.680 0.143 -1.122
C -8.427 1.282 -0.675
C -7.831 2.470 -1.414
C -7.397 1.837 -2.731
H -9.481 1.125 -0.924
H -8.331 1.368 0.406
H -8.528 3.300 -1.526
H -6.954 2.836 -0.877
H -8.200 1.832 -3.470
H -6.509 2.305 -3.148
O 1.428 -9.366 -2.285
C 0.342 -9.528 -2.755
O 0.094 -9.489 -4.085
C -1.318 -9.610 -4.327
C -1.878 -10.284 -3.084
C -0.945 -9.763 -1.996
H -1.729 -8.609 -4.480
H -1.476 -10.195 -5.230
H -2.930 -10.061 -2.914
H -1.773 -11.368 -3.170
H -1.286 -8.810 -1.588
H -0.794 -10.481 -1.195
O 2.300 4.069 5.380
C 1.997 5.126 4.906
O 1.143 5.239 3.859
C 1.061 6.615 3.444
C 1.496 7.424 4.655
C 2.503 6.488 5.312
H 1.726 6.757 2.589
H 0.040 6.834 3.138
H 1.901 8.401 4.395
H 0.646 7.580 5.322
H 3.506 6.621 4.907
H 2.515 6.588 6.395
O 5.526 7.171 3.865
C 6.110 6.172 4.180
O 5.501 5.107 4.755
C 6.485 4.123 5.117
C 7.684 4.405 4.229
C 7.594 5.915 4.053
H 6.718 4.243 6.178
H 6.074 3.129 4.956
H 8.624 4.062 4.656
H 7.552 3.913 3.263
H 8.109 6.450 4.854
H 7.960 6.248 3.086
O 8.772 5.775 7.996
C 8.493 4.875 8.733
O 9.311 3.824 8.972
C 8.645 2.864 9.813
C 7.560 3.649 10.532
C 7.196 4.706 9.495
H 8.236 2.075 9.178
H 9.370 2.426 10.495
H 6.723 3.030 10.850
H 7.978 4.131 11.417
H 6.428 4.355 8.804
H 6.891 5.645 9.947
*
```

The value obtained for the frontier orbital gap is 5.76 eV.

Löwdin atomic charge list, values in e, 8 entries: atom 1 (C): -0.109, atom 2 (C): -0.231, atom 3 (C): -0.198, atom 4 (C): -0.281, atom 5 (C): -0.103, atom 6 (B): -0.677, atom 7 (O): -0.106, atom 8 (C): -0.233


Entry 2:
Below is a molecular structure, C39H68NO6P2SiTi, with properties calculated with ωB97M-V/def2-TZVPD.

ORCA input file:
```
! RIJCOSX wB97M-V def2-TZVPD def2/J DEFGRID3
* xyz 1 1
Ti -0.873 -0.489 0.136
C 2.726 -2.354 2.889
C 1.827 -1.346 2.170
C 2.600 -0.174 1.602
P 0.712 -2.195 0.917
C 1.856 -3.151 -0.222
C 1.278 -3.180 -1.632
C 2.298 -4.539 0.235
C -0.181 -3.156 2.103
C 0.205 -4.262 2.848
C -0.517 -4.691 3.973
C -0.064 -5.891 4.776
C -1.535 -3.899 4.391
C -2.007 -2.863 3.651
C -1.318 -2.447 2.538
N -1.702 -1.365 1.723
C -3.024 -0.948 1.819
C -4.038 -1.894 1.634
C -5.348 -1.453 1.691
C -5.669 -0.114 1.846
C -7.130 0.300 1.799
C -4.651 0.819 1.982
C -3.340 0.407 1.862
P -1.845 1.440 1.627
C -1.278 2.043 3.293
C -0.010 2.917 3.143
C -1.000 0.894 4.220
C -2.310 2.986 0.766
C -3.189 3.954 1.540
C -2.985 2.772 -0.608
H 3.338 -1.752 3.599
H 2.073 -3.032 3.484
H 3.378 -2.902 2.241
H 1.127 -0.990 2.891
H 3.531 -0.465 1.098
H 2.034 0.475 0.940
H 2.887 0.467 2.442
H 2.706 -2.467 -0.282
H 0.425 -3.862 -1.652
H 1.023 -2.159 -2.006
H 2.041 -3.618 -2.291
H 1.447 -5.220 0.352
H 2.891 -5.009 -0.567
H 2.910 -4.531 1.136
H 1.072 -4.815 2.596
H 0.684 -5.570 5.555
H -0.940 -6.333 5.306
H 0.394 -6.638 4.096
H -2.056 -4.070 5.326
H -2.873 -2.262 3.984
H -3.798 -2.954 1.569
H -6.165 -2.171 1.552
H -7.769 -0.173 2.517
H -7.223 1.381 1.948
H -7.529 0.071 0.794
H -4.866 1.865 2.200
H -2.067 2.663 3.727
H 0.737 2.464 2.492
H -0.313 3.873 2.741
H 0.417 3.100 4.128
H -0.128 0.363 3.814
H -0.778 1.265 5.220
H -1.808 0.172 4.305
H -1.348 3.472 0.672
H -4.246 3.575 1.640
H -2.832 4.127 2.547
H -3.242 4.880 1.000
H -3.886 2.173 -0.468
H -3.278 3.752 -1.014
H -2.357 2.252 -1.311
O -2.682 -0.229 -0.993
C -2.487 -1.346 -1.504
O -1.498 -2.021 -1.128
H -3.209 -1.728 -2.268
C 4.560 1.709 -3.029
C 4.209 1.033 -1.709
C 5.110 1.580 -0.626
C 4.424 -0.482 -1.787
O 2.841 1.362 -1.369
Si 1.390 0.982 -2.038
O 0.416 0.355 -0.839
O 0.631 2.259 -2.666
C 0.749 3.665 -2.521
C 0.502 4.050 -1.070
C 2.119 4.149 -2.998
C -0.385 4.183 -3.435
O 1.501 -0.101 -3.288
C 0.745 -0.299 -4.506
C -0.771 -0.387 -4.238
C 1.061 0.849 -5.484
C 1.277 -1.617 -5.027
H 5.488 1.289 -3.421
H 4.676 2.802 -2.894
H 3.825 1.572 -3.835
H 6.144 1.281 -0.833
H 4.850 1.200 0.338
H 5.074 2.656 -0.581
H 5.474 -0.689 -1.902
H 3.942 -0.992 -2.643
H 4.149 -0.987 -0.863
H 1.137 3.504 -0.378
H -0.548 3.866 -0.857
H 0.667 5.136 -0.961
H 2.851 3.769 -2.277
H 2.102 5.217 -3.042
H 2.269 3.747 -4.023
H -1.322 3.631 -3.255
H -0.034 3.985 -4.444
H -0.498 5.258 -3.320
H -1.127 0.568 -3.840
H -1.007 -1.199 -3.545
H -1.295 -0.614 -5.189
H 0.558 1.817 -5.168
H 0.745 0.545 -6.487
H 2.133 0.952 -5.594
H 1.063 -2.380 -4.286
H 2.345 -1.530 -5.181
H 0.732 -1.893 -6.027
*
```

The value obtained for the frontier orbital gap (spin up / spin down) is 6.70 / 6.70 eV.

Löwdin atomic charge list, values in e, 8 entries: atom 1 (Ti): 0.916, atom 2 (C): -0.074, atom 3 (C): -0.485, atom 4 (C): -0.103, atom 5 (P): 1.137, atom 6 (C): -0.479, atom 7 (C): -0.123, atom 8 (C): -0.093


Entry 3:
Below is 4 unconnected molecules or ions with the total composition C39H69BF3INO17P4Si, with properties calculated with ωB97M-V/def2-TZVPD.

ORCA input file:
```
! RIJCOSX wB97M-V def2-TZVPD def2/J DEFGRID3
* xyz 1 1
C -0.048 -2.839 5.826
C 0.541 -3.431 4.376
C 2.058 -4.031 4.207
C 2.444 -4.622 2.716
C 1.374 -4.636 1.430
C 1.963 -5.328 0.064
C 3.475 -4.647 -0.152
C 2.209 -6.929 0.311
C -0.170 -3.989 1.578
O -0.980 -4.083 0.401
C -2.105 -3.236 0.205
C -2.014 -1.727 -0.403
C -3.051 -0.504 0.077
C -4.370 -0.732 1.064
P -5.001 -2.418 1.676
O -6.753 -2.606 1.455
I -4.455 -2.464 4.129
C -5.342 0.525 1.592
C -6.631 0.367 2.590
C -8.094 0.665 1.945
C -8.200 0.830 0.336
C -8.223 -0.563 -0.532
C -9.689 1.544 0.054
C -5.066 2.108 1.138
C -3.821 2.325 0.092
C -2.871 1.079 -0.409
C -1.632 1.330 -1.496
C -1.426 2.895 -1.934
O -2.105 3.296 -3.166
C -2.491 4.712 -3.184
F -1.306 5.612 -3.100
F -3.078 4.951 -4.557
F -3.580 5.074 -2.233
C -0.722 0.043 -2.064
Si 0.625 0.306 -3.473
C 2.450 0.112 -2.824
C 0.614 2.020 -4.335
C 0.272 -0.808 -5.065
N -0.958 -1.359 -1.455
B 0.028 -2.398 -2.053
O -0.428 -3.306 -3.165
O 1.396 -2.636 -1.560
C -0.461 -3.435 3.085
H 0.403 -3.381 6.759
H -0.016 -1.667 5.869
H -1.206 -3.125 5.806
H 2.754 -4.021 5.147
H 3.543 -5.063 2.608
H 1.311 -5.165 -0.895
H 4.291 -5.140 0.563
H 3.841 -4.690 -1.262
H 3.461 -3.498 0.158
H 1.584 -7.274 1.243
H 3.338 -7.104 0.563
H 1.939 -7.543 -0.656
H -2.921 -3.816 -0.437
H -2.463 -3.059 1.330
H -6.864 -3.550 1.123
H -6.471 1.195 3.438
H -6.707 -0.646 3.168
H -8.554 1.613 2.479
H -8.816 -0.235 2.252
H -7.431 1.542 -0.177
H -8.738 -1.464 0.040
H -7.087 -0.891 -0.667
H -8.686 -0.454 -1.602
H -10.471 1.261 0.884
H -9.984 1.222 -1.031
H -9.470 2.711 0.021
H -5.727 2.994 1.530
H -3.696 3.460 -0.250
H -0.240 3.054 -1.949
H -1.743 3.692 -1.103
H 3.187 0.915 -3.308
H 2.824 -0.943 -3.208
H 2.410 0.194 -1.654
H -0.441 2.225 -4.846
H 1.020 2.919 -3.708
H 1.365 1.922 -5.260
H 0.763 -0.350 -6.038
H -0.882 -1.026 -5.181
H 0.855 -1.834 -4.891
H 0.148 -4.151 -3.161
H 2.052 -2.797 -2.324
H -1.553 -2.995 3.284
C 4.914 3.879 -6.996
O 6.086 3.906 -6.193
P 6.957 2.411 -6.209
O 5.811 1.720 -5.459
O 7.994 3.066 -5.086
C 7.778 4.351 -4.512
O 7.829 0.917 -6.225
C 8.611 0.619 -5.075
H 4.448 4.869 -6.968
H 5.180 3.638 -8.029
H 4.196 3.152 -6.618
H 6.795 4.415 -4.026
H 7.888 5.122 -5.278
H 8.538 4.528 -3.751
H 8.007 0.670 -4.175
H 9.461 1.292 -5.013
H 9.007 -0.393 -5.179
C 4.301 -8.089 7.505
O 5.637 -8.005 7.029
P 6.052 -6.432 6.440
O 5.077 -6.600 5.267
O 7.527 -7.052 5.984
C 7.837 -8.435 6.102
O 6.468 -4.860 5.850
C 7.480 -4.796 4.852
H 4.133 -9.096 7.899
H 4.148 -7.361 8.306
H 3.586 -7.913 6.701
H 7.115 -9.059 5.558
H 7.882 -8.716 7.157
H 8.823 -8.613 5.669
H 7.234 -5.438 4.013
H 8.444 -5.061 5.276
H 7.554 -3.765 4.500
C -4.221 11.388 1.968
O -4.459 10.150 1.314
P -3.088 9.571 0.433
O -3.217 10.734 -0.560
O -4.034 8.316 -0.110
C -5.424 8.232 0.185
O -1.716 8.991 -0.448
C -1.981 8.154 -1.568
H -5.115 11.662 2.536
H -3.378 11.285 2.657
H -4.017 12.181 1.248
H -5.963 9.128 -0.154
H -5.567 8.069 1.255
H -5.844 7.373 -0.341
H -2.668 8.636 -2.255
H -2.368 7.195 -1.239
H -1.039 7.961 -2.086
*
```

For the energy above the lowest of the compared OMol25 structures with the same formula, charge and spin, the calculation gives 35.7092 eV. The value obtained for the frontier orbital gap is 4.85 eV.

Löwdin atomic charge list, values in e, 8 entries: atom 1 (C): -0.108, atom 2 (C): -0.176, atom 3 (C): -0.007, atom 4 (C): 0.015, atom 5 (C): -0.035, atom 6 (C): -0.346, atom 7 (C): -0.133, atom 8 (C): -0.104


Q: What is the formula in the third record?
A: C39H69BF3INO17P4Si